The following is a quantum chemistry calculation of a single C4H5BS molecule, from the Open Molecules 2025 dataset.

Each atom is followed by the atoms it is bonded to, with distances in Å.
Cartesian coordinates (Å):
1 B 1.9388 -0.8179 0.0175  C5 1.374, H7 1.152, H8 1.245
2 C 0.2834 1.3812 0.0808  C3 1.406, C5 1.383, H9 1.125
3 C -1.1143 1.2603 -0.0049  C2 1.406, S6 1.807, H10 1.066
4 C -1.2848 -1.4428 0.0506  S6 1.634, H11 1.138
5 C 1.1511 0.3080 -0.0138  B1 1.374, C2 1.383
6 S -2.2627 -0.1343 0.0120  C3 1.807, C4 1.634
7 H 3.0874 -0.7292 0.0129  B1 1.152
8 H 1.3643 -1.9137 0.1577  B1 1.245
9 H 0.4679 2.4633 -0.1666  C2 1.125
10 H -1.7976 2.0644 -0.1599  C3 1.066
11 H -1.8335 -2.4391 0.0137  C4 1.138

- E_LUMO: -0.88 eV
- M: 95.96 g/mol
- HOMO level: -8.32 eV
- Energy above the lowest of the compared OMol25 structures with the same formula, charge and spin: 507.5 kJ/mol
- HOMO-LUMO gap: 7.434 eV